{
  "formula": "C6H14O",
  "method": "the ωB97M-V functional and the def2-TZVPD basis",
  "e_lumo_ev": 0.856,
  "e_tot_ev": -8496.396,
  "largest_force_ha_per_bohr": 0.055,
  "mol_weight_g_mol": 102.18,
  "smiles": "C1CCCCC1.O",
  "elements": ["C", "C", "C", "C", "C", "C", "H", "H", "H", "H", "H", "H", "H", "H", "H", "H", "H", "H", "O", "H", "H"],
  "positions_angstrom": [[1.31, -1.26, 1.71], [0.34, -0.05, 1.44], [0.00, 0.00, 0.00], [1.19, 0.17, -0.86], [2.00, -1.11, -0.70], [2.50, -1.27, 0.79], [0.72, -2.20, 1.65], [1.72, -1.19, 2.73], [0.90, 0.87, 1.72], [-0.50, -0.15, 2.16], [-0.70, 0.85, -0.11], [-0.56, -0.92, -0.24], [0.86, 0.15, -1.92], [1.74, 1.12, -0.69], [1.35, -1.98, -0.92], [2.86, -1.15, -1.39], [3.09, -2.21, 0.71], [3.21, -0.44, 0.95], [-2.13, 2.70, -0.99], [-2.04, 2.22, -0.13], [-3.08, 2.60, -1.23]],
  "lowdin_charge": [-0.22, -0.21, -0.27, -0.22, -0.21, -0.22, 0.12, 0.11, 0.12, 0.11, 0.08, 0.13, 0.12, 0.13, 0.11, 0.11, 0.11, 0.11, -0.09, 0.03, 0.05]
}

***

{
  "formula": "C6H14O",
  "method": "the ωB97M-V functional and the def2-TZVPD basis",
  "e_lumo_ev": 0.136,
  "e_tot_ev": -8492.546,
  "largest_force_ha_per_bohr": 0.079,
  "mol_weight_g_mol": 102.18,
  "elements": ["C", "C", "C", "C", "C", "C", "H", "H", "H", "H", "H", "H", "H", "H", "H", "H", "H", "H", "H", "H", "O"],
  "positions_angstrom": [[1.08, -1.66, 0.63], [1.70, -0.75, -0.44], [1.25, 0.72, -0.54], [-0.23, 0.92, -0.25], [-1.02, 0.54, -1.30], [-0.83, 1.77, 0.79], [-0.04, -1.57, 0.57], [1.40, -2.70, 0.63], [1.33, -1.30, 1.63], [1.29, -1.26, -1.33], [2.79, -0.87, -0.46], [1.40, 1.06, -1.57], [1.89, 1.39, 0.04], [-1.85, 1.20, -1.48], [-0.51, 0.12, -2.15], [-0.26, 2.69, 0.92], [-0.85, 1.29, 1.78], [-1.91, 1.86, 0.68], [-1.06, -0.35, -0.25], [-2.18, -1.78, 0.38], [-1.69, -1.07, 0.82]],
  "lowdin_charge": [-0.12, -0.24, -0.14, -0.34, 0.02, -0.03, 0.03, 0.07, 0.07, 0.10, 0.10, 0.11, 0.12, 0.11, 0.11, 0.10, 0.10, 0.09, 0.13, -0.02, -0.36]
}

***

The records above yield HOMO-LUMO gap values of 0.39815; 0.31407 hartree, respectively.
The records above yield energy above the lowest of the compared OMol25 structures with the same formula, charge and spin values of 11.45; 100.23 kcal/mol, respectively.